176
Properties=species:S:1:pos:R:3:forces:R:3 method="wB97M-V/def2-TZVPD" e_homo_ev=-8.566 homo_lumo_gap_ev=7.8 total_energy_ha=-13158.2356
C -3.131790 3.818808 -4.396858 0.501 -0.095 0.238
C -1.668678 4.168938 -3.869465 -0.636 -1.241 -0.449
C -1.187811 3.179654 -2.737483 0.414 2.206 -0.413
O -0.445691 2.109450 -3.378806 -1.492 -1.303 1.074
C -0.945370 0.854270 -3.040852 0.088 -1.458 0.364
C -2.348744 0.509567 -3.249069 0.552 -1.445 0.706
C -2.867403 -0.811789 -2.874411 2.799 1.184 -0.096
I -4.943996 -1.176453 -3.199129 1.012 0.220 0.215
C -1.909701 -1.751898 -2.334265 0.314 0.250 0.363
C -0.491305 -1.421954 -2.118101 -0.931 1.161 -0.638
C 0.036146 -0.093137 -2.480806 -1.954 -0.494 -0.316
C 1.529584 0.318466 -2.309243 0.191 -1.004 0.274
C 1.996656 0.348556 -0.784558 0.053 -0.171 -0.640
C 1.988312 1.816556 -0.225160 -0.033 -2.141 -0.364
F 3.221492 2.357050 -0.555934 -1.548 0.265 0.370
F 0.934659 2.488396 -0.817744 1.402 -0.012 0.967
C 1.809896 1.805776 1.355204 0.603 -0.386 -0.996
F 0.595071 1.217497 1.607001 0.922 0.911 0.168
F 2.792373 0.988278 1.868574 -1.210 0.689 -0.447
C 2.002546 3.242679 1.993083 1.506 0.314 -0.039
F 3.303273 3.283480 2.465892 -1.466 -0.141 -0.331
F 1.961978 4.219011 1.022279 -0.639 -1.011 1.195
C 1.094542 3.580151 3.237741 1.180 0.848 0.853
F 1.755291 4.590335 3.922595 -0.883 -1.084 -0.686
F 1.101496 2.499486 4.074098 -0.457 0.748 -0.978
C -0.333967 4.151171 2.876797 0.773 1.493 -0.827
F -0.704358 3.690880 1.636878 -0.170 -0.130 1.511
F -0.157652 5.514308 2.707407 -0.108 -1.527 0.244
C -1.440529 4.008507 3.987063 0.180 1.017 0.988
F -0.865485 4.101558 5.246112 -0.184 -0.432 -1.707
F -2.221771 5.137830 3.906728 0.213 -1.805 -0.248
C -2.284585 2.688412 3.976313 -1.191 -0.648 1.039
F -3.104064 2.755120 5.091204 0.895 0.351 -1.204
F -1.549142 1.547996 4.140212 -0.142 1.495 -0.453
C -3.240399 2.454362 2.743892 -1.798 -1.635 -0.831
F -3.763957 3.567969 2.195848 1.014 -0.729 0.564
F -4.304039 1.714735 3.208141 1.193 0.849 -0.343
F -2.678754 1.677894 1.771964 -0.127 1.355 1.129
C 0.414335 -2.552805 -1.518036 -1.797 0.417 0.320
O 1.570693 -2.661129 -1.818094 0.068 0.001 0.195
C -0.288616 -3.497323 -0.483586 -0.472 -0.830 0.862
C -1.703770 -3.813879 -0.688274 0.672 0.185 0.535
C -2.460811 -4.665141 0.228813 2.601 0.483 0.565
N -3.860366 -4.953168 0.023542 0.676 -0.500 1.180
C -4.064918 -6.065661 -0.940536 -1.424 0.023 -1.794
C -5.195946 -5.831443 -2.002446 -0.221 0.700 0.585
O -3.416830 -7.059685 -0.910086 0.468 0.135 0.155
C -4.532227 -5.312225 1.255556 -0.460 0.600 1.155
C -4.579286 -4.338600 2.495063 0.602 -0.179 -0.570
O -5.116686 -6.359410 1.363418 -0.156 0.074 -0.545
C -1.727059 -5.203354 1.363450 1.187 1.148 -1.059
C -0.316250 -4.889142 1.577612 -0.016 -0.063 -0.705
C 0.377815 -5.486869 2.835607 -0.356 0.416 0.039
C 0.457006 -4.049260 0.663340 -1.963 -0.691 -0.958
C 1.943286 -3.791445 0.919276 -0.009 0.695 0.434
Br 3.345914 -4.743986 -0.081161 -1.468 0.329 0.562
C 2.282287 -2.899818 1.884405 -0.468 -0.538 -0.783
C 1.192825 -2.120671 2.692457 1.716 0.490 0.467
Br 4.201674 -2.629055 2.239083 -1.553 0.218 0.208
C -2.364530 -3.188683 -1.946475 1.147 0.770 0.680
O -3.163777 -3.787705 -2.615962 -0.134 -0.173 0.170
H -3.785204 3.445099 -3.563289 0.486 0.453 -0.641
H -3.057937 3.009953 -5.169163 -0.170 0.741 0.613
H -3.615636 4.709595 -4.861485 0.394 -0.709 0.296
H -1.620309 5.230309 -3.521852 0.093 -0.883 -0.334
H -0.988759 3.969873 -4.762376 -0.662 0.798 1.507
H -0.462711 3.743792 -2.083790 -0.595 -0.700 -0.637
H -2.011423 2.835913 -2.067660 0.568 -0.098 -0.724
H -3.076499 1.225571 -3.700242 0.988 -0.516 0.470
H 1.787294 1.276859 -2.812117 -0.521 -0.750 0.308
H 2.128780 -0.505789 -2.782748 -0.528 0.897 0.365
H 3.041691 -0.050112 -0.701122 -0.920 0.507 -0.021
H 1.348880 -0.370491 -0.232138 0.403 0.872 -0.036
H -5.640290 -4.812429 -1.840088 0.307 -1.034 -0.133
H -5.994522 -6.616882 -1.927392 0.889 0.643 0.099
H -4.787445 -5.828471 -3.040032 -0.039 -0.190 0.957
H -4.460177 -4.978994 3.405236 -0.099 0.522 -0.851
H -5.588015 -3.849518 2.557818 1.012 -0.397 -0.287
H -3.747820 -3.595357 2.463573 -0.858 -0.366 0.061
H -2.189995 -5.883270 2.119695 0.243 0.685 -0.910
H 0.134445 -4.794632 3.690450 0.216 -0.871 -0.612
H 1.488700 -5.526540 2.759199 -0.871 0.110 -0.228
H 0.027635 -6.519853 3.084865 0.059 0.946 -0.285
H 1.759507 -1.429572 3.376033 -0.690 -0.646 -0.508
H 0.604888 -2.806181 3.341285 0.357 0.582 -0.636
H 0.560089 -1.465310 2.051614 0.358 -0.763 0.253
O 0.829405 -3.353699 5.607557 -0.295 -0.176 0.093
S 1.208701 -4.470672 6.447491 0.331 -0.420 0.173
O 0.271004 -5.507865 6.813038 -0.235 0.345 -0.264
C 2.670406 -5.229282 5.755142 0.377 0.011 -0.154
C 3.826473 -4.469178 6.392622 0.072 0.088 0.037
C 3.452098 -4.305504 7.867502 0.103 -0.072 0.013
C 1.995231 -3.834959 7.922443 0.268 0.109 0.460
H 2.651018 -5.150438 4.669378 -0.135 0.016 0.048
H 2.674964 -6.278121 6.056182 -0.102 0.043 -0.007
H 4.769844 -5.000263 6.271129 -0.364 0.176 -0.070
H 3.929853 -3.484661 5.926073 -0.008 -0.061 -0.042
H 3.547746 -5.269316 8.375918 0.008 0.052 -0.033
H 4.111537 -3.601590 8.375299 -0.035 -0.062 -0.018
H 1.478843 -4.221526 8.799809 -0.165 0.052 -0.154
H 1.925522 -2.750624 7.899692 -0.089 0.060 -0.097
O 2.082486 3.175722 10.821352 0.143 -0.148 -0.034
S 1.618312 2.512789 9.628668 -0.118 -0.205 -0.154
O 2.293085 1.361110 9.081746 0.156 0.099 0.263
C -0.115627 2.130367 9.829633 -0.442 0.032 0.039
C -0.835899 3.371840 9.316364 0.008 0.126 0.018
C -0.098162 3.781946 8.038248 -0.101 -0.042 0.021
C 1.402314 3.737206 8.340265 -0.123 0.363 -0.408
H -0.327534 1.910693 10.874568 0.186 -0.044 -0.015
H -0.339235 1.260458 9.209667 0.093 0.022 0.033
H -1.891639 3.173676 9.128429 0.043 0.004 0.023
H -0.768927 4.175019 10.055627 -0.021 -0.066 0.007
H -0.334981 3.075415 7.240627 0.034 -0.008 0.108
H -0.399687 4.772886 7.697621 0.028 -0.056 0.004
H 1.981775 3.445455 7.465448 0.111 -0.038 0.163
H 1.761802 4.692756 8.721617 0.051 -0.113 0.087
O 6.643046 -5.034007 7.782808 -0.164 -0.009 -0.144
S 7.258703 -5.769496 6.705032 0.554 -0.153 -0.151
O 6.647119 -5.878823 5.402927 -0.220 0.133 0.192
C 8.936829 -5.190811 6.509839 0.428 0.093 0.076
C 9.749784 -6.065949 7.457131 -0.012 -0.049 0.118
C 9.211124 -7.488501 7.275357 0.135 -0.042 -0.052
C 7.681594 -7.406742 7.299594 0.175 -0.465 0.157
H 8.992966 -4.130263 6.748934 -0.184 -0.018 -0.056
H 9.227798 -5.358362 5.471805 -0.105 0.014 0.018
H 10.816717 -6.006159 7.240390 -0.055 0.020 0.014
H 9.595888 -5.742259 8.490294 0.020 0.033 -0.057
H 9.543460 -7.882830 6.311260 -0.025 0.031 0.041
H 9.580989 -8.162292 8.049059 -0.042 0.019 -0.048
H 7.227426 -8.153563 6.650401 -0.141 0.153 0.025
H 7.291260 -7.508099 8.312178 -0.059 0.122 -0.068
O -3.722773 -0.453483 -7.805710 -0.160 0.088 0.126
S -4.842737 -1.295209 -7.469634 -0.175 -0.081 0.078
O -5.930484 -0.833122 -6.641087 0.211 0.213 -0.102
C -5.515225 -1.973676 -8.979785 -0.055 -0.256 -0.382
C -4.725155 -3.258726 -9.199960 0.086 -0.051 0.000
C -4.623095 -3.925984 -7.824440 -0.052 -0.089 -0.049
C -4.218017 -2.844509 -6.817785 0.104 -0.512 0.107
H -5.403550 -1.255616 -9.790251 -0.003 0.115 0.157
H -6.571562 -2.185755 -8.807958 0.042 0.067 0.047
H -5.211415 -3.907249 -9.929745 0.028 0.041 0.016
H -3.723694 -3.023231 -9.570932 -0.059 0.021 -0.014
H -5.596785 -4.340093 -7.548127 0.038 0.032 -0.018
H -3.906814 -4.748553 -7.826815 -0.039 0.040 0.028
H -4.653304 -3.023756 -5.836146 0.084 0.201 0.009
H -3.134548 -2.761389 -6.733586 -0.064 0.142 0.002
O -1.063002 4.973109 -6.774777 -0.002 -0.127 0.098
S -1.067397 3.827743 -7.651986 -0.135 -0.142 -0.571
O -1.900405 2.677237 -7.407637 0.010 0.237 0.360
C -1.334498 4.390561 -9.324587 -0.017 0.181 -0.434
C 0.063902 4.685315 -9.852282 0.089 0.051 0.060
C 0.942616 3.525683 -9.373755 0.049 -0.036 -0.150
C 0.627131 3.291237 -7.893813 0.498 -0.152 -0.112
H -1.984264 5.262682 -9.321515 0.002 -0.064 0.192
H -1.800811 3.574423 -9.879147 0.021 -0.045 0.131
H 0.070644 4.776386 -10.939108 -0.015 0.014 0.050
H 0.430984 5.625922 -9.431674 -0.104 0.003 -0.028
H 0.702192 2.626822 -9.948117 -0.002 0.038 0.040
H 2.003405 3.733998 -9.521424 -0.042 -0.037 0.024
H 0.713694 2.239522 -7.625331 -0.132 0.091 0.161
H 1.265876 3.893454 -7.247543 -0.129 0.004 0.038
O -1.686510 7.347398 -8.468281 -0.210 0.143 -0.083
S -1.916953 8.290846 -7.401361 -0.001 -0.036 0.404
O -3.021329 8.159336 -6.485963 -0.048 -0.209 -0.286
C -0.407360 8.470738 -6.466969 0.505 0.089 0.067
C 0.346011 9.588019 -7.180800 -0.010 0.046 -0.079
C -0.702475 10.658298 -7.503803 0.076 0.090 0.056
C -1.920169 9.942814 -8.098164 0.087 0.515 -0.157
H 0.133835 7.526046 -6.452944 -0.240 -0.095 -0.012
H -0.677726 8.764294 -5.451741 -0.076 -0.059 -0.055
H 1.152671 9.984480 -6.563204 -0.026 -0.033 -0.034
H 0.784810 9.210010 -8.108730 0.004 -0.017 0.059
H -0.991028 11.174106 -6.583945 0.013 -0.043 -0.035
H -0.313643 11.410148 -8.191868 -0.045 -0.027 0.034
H -2.850647 10.442685 -7.834502 -0.047 -0.201 -0.046
H -1.841769 9.851764 -9.181410 -0.033 -0.125 0.064